C23H28N2O3S | wB97M-V/def2-TZVPD

Structure (XYZ):
```
57
Properties=species:S:1:pos:R:3
S -1.374 -2.000 0.011
H 5.278 -0.607 -1.857
C 3.114 2.265 0.833
H 3.462 3.213 1.527
H 1.933 -1.059 -2.083
C 2.518 -0.513 -2.527
H -4.027 -2.106 -0.663
H 1.488 2.029 -2.206
H 3.064 3.422 -0.901
C -3.829 1.044 0.037
H 1.996 0.152 -3.313
H 3.506 -3.359 1.046
C -5.203 1.546 -0.068
H 5.994 2.773 0.350
C -4.247 -0.912 -0.617
C 0.040 -1.371 0.919
C 4.337 -2.076 -0.423
O -1.129 2.860 1.378
H 3.333 -1.044 -2.694
H 4.720 0.797 1.213
C -5.534 -0.605 -0.900
N 3.833 0.089 -0.518
C -1.265 0.314 0.743
H 1.190 1.006 -0.891
H -7.068 1.082 -1.012
C -3.422 -0.144 -0.073
O -2.967 2.102 0.697
O 1.095 -3.416 1.063
C -2.116 -0.364 0.343
C 1.374 -2.147 0.840
H -6.141 -2.601 -1.494
C 5.354 2.263 -0.469
C 2.420 2.769 -0.394
H 3.616 -2.332 -1.472
H 4.405 -1.927 1.629
H 3.782 1.328 -2.366
C 1.958 1.738 -1.371
H 1.393 3.476 -0.011
H 5.529 -0.514 0.007
H 0.727 0.504 1.690
C -1.774 2.070 1.073
C -6.639 -1.544 -1.392
C -6.135 0.607 -0.487
C 3.095 0.592 -1.743
H 6.424 1.487 -0.734
H 5.172 2.637 -1.218
C 0.030 -0.188 1.192
H 2.750 -0.598 0.553
C 3.586 -2.256 1.057
N 2.413 -1.625 0.885
H 5.142 -2.806 -0.378
C 4.919 -0.736 -0.748
H 2.438 1.700 1.419
H -7.513 -1.531 -0.612
C 4.379 1.552 0.248
H -7.061 -1.243 -2.512
H -5.476 2.684 -0.028
```

## Properties
E_LUMO: 0.47 eV
M: 412.56 Da
orbital gap: 8.659 eV
total charge: 0
ΔE to the lowest compared entry with this formula, charge and spin: 466.5 kcal per mole
highest occupied orbital energy: -8.2 eV

And the Mulliken charges, in e, turn out to be: number 1, S, carries -0.40; number 2, H, carries 0.21; number 3, C, carries -0.50; number 4, H, carries 0.28; number 5, H, carries 0.65; number 6, C, carries -2.61; number 7, H, carries 0.00; number 8, H, carries 0.79; number 9, H, carries 0.45; number 10, C, carries 0.48; number 11, H, carries 0.46; number 12, H, carries 0.45; number 13, C, carries -0.55; number 14, H, carries 0.42; number 15, C, carries -0.52; number 16, C, carries 0.76; number 17, C, carries -0.69; number 18, O, carries -0.32; number 19, H, carries 0.69; number 20, H, carries 0.23; number 21, C, carries 0.75; number 22, N, carries 0.64; number 23, C, carries 0.23; number 24, H, carries 0.00; number 25, H, carries 0.24; number 26, C, carries 0.83; number 27, O, carries -0.47; number 28, O, carries -0.82; number 29, C, carries 0.63; number 30, C, carries 0.64; number 31, H, carries 0.31; number 32, C, carries -1.68; number 33, C, carries -0.80; number 34, H, carries 0.23; number 35, H, carries 0.36; number 36, H, carries 0.30; number 37, C, carries -0.90; number 38, H, carries 0.24; number 39, H, carries 0.94; number 40, H, carries 0.51; number 41, C, carries 0.33; number 42, C, carries -1.22; number 43, C, carries -0.74; number 44, C, carries 0.36; number 45, H, carries 0.20; number 46, H, carries 0.71; number 47, C, carries -1.59; number 48, H, carries -0.05; number 49, C, carries -1.07; number 50, N, carries 0.19; number 51, H, carries 0.56; number 52, C, carries -1.42; number 53, H, carries 0.28; number 54, H, carries 0.30; number 55, C, carries 0.14; number 56, H, carries 0.27; number 57, H, carries 0.29